1.
51
Properties=species:S:1:pos:R:3:nbo_charge:R:1 method="wB97M-V/def2-TZVPD" orbital_gap_ev="6.42 / 6.80" e_lumo_ev="0.6 / -1.0" multiplicity=5 e_above_lowest_ev=0.000 e_homo_ha="-0.2131 / -0.2852"
Os 0.0067 0.1094 0.1382 0.87
P 2.2904 -0.0696 -0.0735 1.04
P -2.2932 0.2006 0.2488 1.13
N -0.0547 0.8758 -1.4927 -0.61
H 1.2212 -2.1067 1.8051 0.13
C 2.9502 -1.5379 -0.9215 -0.95
H 4.0437 -1.5144 -0.9379 0.23
H 2.5898 -1.5664 -1.9535 0.25
H 2.6270 -2.4476 -0.4097 0.24
C 3.2293 -0.0475 1.4864 -0.95
H 4.2867 -0.2272 1.2818 0.22
H 2.8510 -0.8358 2.1413 0.24
H 3.1062 0.9180 1.9828 0.26
C 3.0769 1.2764 -1.0589 -0.94
H 4.1635 1.2280 -0.9645 0.23
H 2.7434 2.2576 -0.7060 0.26
H 2.8148 1.1722 -2.1182 0.25
C -3.1878 -1.2003 -0.4767 -0.94
H -4.2531 -0.9978 -0.3434 0.22
H -2.9093 -2.1265 0.0362 0.27
H -2.9591 -1.2794 -1.5444 0.25
C -2.9180 0.2471 1.9475 -0.96
H -4.0054 0.2424 1.8585 0.22
H -2.5703 1.1602 2.4396 0.26
H -2.5752 -0.6434 2.4867 0.26
C -3.0193 1.6348 -0.5975 -0.95
H -4.0796 1.6304 -0.3481 0.22
H -2.8874 1.5268 -1.6798 0.26
H -2.5521 2.5592 -0.2440 0.26
C -0.0338 1.6896 -2.5474 0.07
C 0.0209 2.1077 -4.9399 -0.20
C -0.0185 1.2077 -3.8930 -0.24
C -0.0154 3.1062 -2.3291 -0.19
C 0.0198 3.9731 -3.4057 -0.23
C 0.0367 3.4979 -4.7144 -0.24
H 0.0449 1.7477 -5.9607 0.21
H -0.0309 0.1307 -4.0653 0.21
H -0.0208 3.4595 -1.2926 0.21
H 0.0384 5.0520 -3.1929 0.21
H 0.0678 4.1860 -5.5498 0.21
C 0.1754 -2.4831 1.7268 0.11
O -0.4982 -1.7073 0.7704 -0.85
C 0.1784 -3.9360 1.2342 -0.63
H -0.0817 -4.6142 2.0554 0.20
H 1.1667 -4.2379 0.8828 0.20
H -0.5429 -4.0955 0.4220 0.22
C -0.4666 -2.3964 3.1027 -0.63
H -1.4469 -2.8888 3.1072 0.20
H -0.5927 -1.3651 3.4365 0.21
H 0.1723 -2.9320 3.8171 0.21
Cl 0.2954 1.7571 1.7562 -0.55

---

2.
82
Properties=species:S:1:pos:R:3:mulliken_charge:R:1 method="wB97M-V/def2-TZVPD" orbital_gap_ev=7.75 total_charge=+2 e_lumo_ev=-6.8 multiplicity=1 e_above_lowest_ev=0.000 e_homo_ha=-0.5347
Li -2.1444 3.0722 -3.2234 0.91
Li 0.4432 -1.9909 -1.6898 0.80
Li 2.0737 -1.2840 3.0213 1.02
Li -2.0387 -1.8539 -1.7201 1.05
N -0.7714 -0.5671 -1.0208 0.17
S -0.7994 -0.2975 0.6855 0.85
O -1.7700 0.6156 1.2387 -0.44
O 0.4106 -0.4653 1.4187 -0.28
F -1.5675 -1.6907 0.9302 -0.42
S -0.4070 0.9544 -1.3008 0.93
O 0.8097 1.4435 -0.7290 -0.50
O -1.5563 1.8038 -1.4329 -0.56
F 0.0324 0.6549 -2.8171 -0.49
N 2.7382 -2.8755 2.1071 -0.36
S 2.7628 -2.5622 0.4386 1.09
O 1.4688 -2.3844 -0.1634 -0.36
O 3.7671 -3.2547 -0.3221 -0.54
F 3.3731 -1.1098 0.5220 -0.30
S 2.7250 -4.4442 1.8818 0.88
O 4.0165 -5.0467 1.9043 -0.57
O 1.7888 -5.0117 0.9572 -0.52
F 2.1655 -4.8856 3.3101 -0.28
C 3.0770 -3.6008 -3.9098 -0.67
O 3.9139 -2.5019 -3.6142 -0.35
C 3.3715 -1.5111 -2.9608 0.71
O 2.1982 -1.4283 -2.6281 -0.31
O 4.2566 -0.5707 -2.7761 -0.38
C 3.7944 0.6812 -2.2695 -0.31
H 2.1366 -3.3156 -4.3877 0.25
H 2.7915 -4.2463 -3.0761 0.27
H 3.6372 -4.2180 -4.6084 0.29
H 2.9985 0.6032 -1.5393 -0.06
H 3.4544 1.3200 -3.0877 0.25
H 4.6167 1.2461 -1.8371 0.34
C 1.5166 2.4760 -5.3934 -0.55
O 1.9254 3.5123 -4.4960 -0.34
C 1.0885 3.8596 -3.5420 0.67
O -0.0711 3.4889 -3.4542 -0.42
O 1.6650 4.7107 -2.7541 -0.35
C 0.9497 5.2071 -1.6062 -0.15
H 0.9179 1.7114 -4.9053 0.13
H 2.4286 2.0931 -5.8385 0.26
H 0.9014 2.8671 -6.2057 0.35
H 0.1762 5.8675 -2.0110 0.35
H 1.6538 5.8727 -1.1177 0.25
H 0.5005 4.4201 -1.0065 -0.16
C 1.6848 4.3035 1.8383 -0.29
O 0.4415 4.6715 2.4001 -0.37
C -0.6625 4.2244 1.7924 0.80
O -0.7078 3.7264 0.7007 -0.44
O -1.6630 4.3949 2.6197 -0.36
C -2.9116 3.8511 2.2430 -0.37
H 2.2558 3.7646 2.5953 0.29
H 2.2502 5.1628 1.4823 0.29
H 1.5624 3.6179 0.9956 -0.09
H -2.7955 2.8003 1.9864 0.04
H -3.3027 4.4064 1.3817 0.27
H -3.7298 3.9832 2.9476 0.29
C -5.2584 -0.9647 -0.0555 -0.33
O -5.6313 -2.3404 -0.1037 -0.31
C -4.8982 -3.1983 -0.7901 0.71
O -3.7819 -2.9720 -1.2466 -0.62
O -5.4889 -4.3709 -0.7614 -0.30
C -4.7329 -5.4805 -1.2948 -0.70
H -4.2157 -0.8750 0.2617 0.01
H -5.8817 -0.4973 0.6985 0.26
H -5.4017 -0.5588 -1.0583 0.29
H -3.8714 -5.7326 -0.6762 0.32
H -4.5584 -5.3617 -2.3572 0.31
H -5.3804 -6.3314 -1.0805 0.25
C -1.1903 -2.8538 5.4148 -0.60
O -1.3069 -1.4026 5.5354 -0.35
C -0.4207 -0.6690 4.9562 0.77
O 0.4877 -1.0713 4.2515 -0.51
O -0.6160 0.5961 5.3171 -0.31
C 0.2855 1.6003 4.8740 -0.51
H -0.1287 -3.0323 5.5646 0.31
H -1.4813 -3.1377 4.4059 0.23
H -1.8299 -3.3416 6.1380 0.24
H 0.4760 2.2701 5.7020 0.37
H -0.2050 2.1151 4.0374 0.13
H 1.1891 1.3390 4.3132 0.17

---

3.
54
Properties=species:S:1:pos:R:3:nbo_charge:R:1 method="wB97M-V/def2-TZVPD" orbital_gap_ev=8.95 total_charge=+1 e_lumo_ev=-2.0 multiplicity=1 e_above_lowest_ev=0.114 e_homo_ha=-0.4031
Rb 0.4724 0.1292 0.2592 0.90
C -2.0510 -3.5929 -0.3105 -0.53
C -2.0169 -3.7454 1.2094 -0.54
S -0.7879 -2.6686 2.0213 0.17
C -1.7939 -1.8655 3.3056 -0.53
C -2.9352 -0.9780 2.8250 -0.54
S -2.3974 0.2962 1.6407 0.16
C -3.5914 0.0920 0.2829 -0.53
C -3.6611 -1.2836 -0.3639 -0.54
S -2.0434 -1.8932 -0.9467 0.17
H -1.1653 -4.0412 -0.7600 0.24
H -2.9271 -4.0958 -0.7193 0.23
H -2.9857 -3.5229 1.6550 0.22
H -1.7649 -4.7758 1.4557 0.24
H -2.1796 -2.6428 3.9655 0.23
H -1.0679 -1.2721 3.8630 0.24
H -3.7285 -1.5557 2.3539 0.22
H -3.3685 -0.4673 3.6849 0.24
H -4.5777 0.3761 0.6498 0.23
H -3.2728 0.8379 -0.4469 0.23
H -4.0677 -2.0271 0.3202 0.22
H -4.3257 -1.2296 -1.2259 0.24
C 1.0574 2.0806 3.5086 -0.25
O 1.1861 0.8392 2.8362 -0.57
C 2.5114 0.3337 2.8145 -0.10
C 3.3455 0.8927 1.6699 -0.11
O 3.0594 0.1605 0.4893 -0.58
C 3.8301 0.6016 -0.6148 -0.26
H 1.4074 1.9999 4.5417 0.18
H -0.0008 2.3336 3.5042 0.20
H 1.6126 2.8801 3.0079 0.17
H 2.4331 -0.7477 2.6819 0.21
H 3.0098 0.5335 3.7675 0.19
H 4.4111 0.8081 1.9094 0.19
H 3.1026 1.9533 1.5196 0.18
H 4.8992 0.5382 -0.3944 0.19
H 3.5825 1.6367 -0.8765 0.17
H 3.5998 -0.0465 -1.4579 0.20
N 0.6941 2.8516 -0.3173 -0.51
C 1.0028 3.9645 -0.4187 0.51
N 1.3606 5.2253 -0.5240 -0.48
C 0.3705 6.2941 -0.3472 -0.23
C 1.0900 7.5362 0.1577 -0.08
O 2.1496 7.8935 -0.7069 -0.51
C 3.1205 6.8709 -0.7861 -0.08
C 2.5165 5.5927 -1.3496 -0.23
H -0.3815 5.9718 0.3710 0.22
H -0.1151 6.5158 -1.3027 0.20
H 1.4753 7.3545 1.1695 0.17
H 0.4039 8.3803 0.1845 0.21
H 3.5405 6.6725 0.2089 0.17
H 3.9112 7.2314 -1.4410 0.21
H 3.2468 4.7853 -1.3286 0.22
H 2.1997 5.7636 -2.3834 0.20

---

Q: The highest multiplicity belongs to which entry?
A: C15H30ClNOOsP2